133
Properties=species:S:1:pos:R:3:forces:R:3 method="wB97M-V/def2-TZVPD" e_homo_ev=-6.79 e_tot_ev=-86509.964 smiles="CCP(C)#P(CC(C)C)c1ccccc1.CNC(C)=O.CNC(C)=O.CNC(C)=O.CNC(C)=O.CNC(C)=O.CNC(C)=O.CNC(C)=O.CNC(C)=O" orbital_gap_ev=7.282
C -2.82528 -4.18599 -1.41828 -0.90 0.53 -0.25
C -2.40779 -2.70796 -0.94116 -1.22 -0.17 1.24
P -0.68044 -2.65966 -0.09209 0.60 -1.06 -1.48
C -0.61459 -4.02362 1.21632 -0.42 -0.69 0.92
P -0.58697 -0.65957 0.79220 -0.38 1.15 1.73
C 0.65088 0.45813 -0.12869 1.06 -0.48 -0.97
C 1.86385 -0.31832 -0.84265 1.08 1.44 -0.95
C 2.22898 0.55213 -2.17824 0.56 -0.07 1.51
C 3.23439 -0.30045 0.03631 -0.51 -0.66 -0.99
C 0.11823 -0.73748 2.57340 0.89 0.07 2.92
C -0.60168 0.17791 3.61204 4.00 -2.89 1.37
C -0.01693 0.16663 5.05960 0.90 -1.29 -2.13
C 1.20367 -0.69348 5.49006 -0.93 -0.38 -3.39
C 1.89197 -1.61711 4.45318 -3.20 2.32 -1.39
C 1.31857 -1.61236 2.99928 -0.96 1.77 2.44
H -2.14981 -4.63134 -2.22413 -0.68 0.55 1.34
H -2.97698 -4.88772 -0.51810 0.49 1.06 -1.48
H -3.87138 -4.08305 -1.90192 1.61 -0.20 0.73
H -3.21634 -2.38221 -0.18019 1.17 -0.42 -1.21
H -2.42082 -1.95212 -1.79930 0.26 -1.14 1.12
H -0.92730 -3.64028 2.25290 0.50 -0.72 -1.46
H 0.43351 -4.50454 1.26065 -1.57 1.09 -0.10
H -1.32130 -4.88756 0.91794 0.99 1.55 0.40
H 0.08995 1.03822 -0.95930 0.56 -1.04 1.42
H 1.06728 1.25170 0.58817 -0.68 -1.22 -0.80
H 1.61333 -1.36261 -1.22439 0.18 1.27 0.98
H 1.36089 0.59069 -2.91662 1.31 -0.04 0.90
H 3.19612 0.12438 -2.61118 -1.47 0.50 0.17
H 2.50500 1.60264 -1.77463 -0.62 -1.41 -0.95
H 3.12252 -0.81798 1.04458 0.13 0.94 -1.27
H 4.01906 -0.88809 -0.56799 -1.09 0.86 0.96
H 3.59752 0.78083 0.12630 -0.54 -1.48 0.16
H -1.49828 0.80759 3.31587 1.37 -0.95 0.51
H -0.52731 0.85771 5.81089 0.96 -1.19 -0.96
H 1.62746 -0.65334 6.55898 -0.90 0.10 -1.90
H 2.80578 -2.27459 4.68576 -1.68 1.24 -0.26
H 1.83569 -2.26181 2.21575 -0.93 1.01 1.21
C -7.02134 0.16238 1.89004 -0.18 -0.06 -0.64
N -6.18658 -0.96644 1.52854 0.35 -0.25 0.49
C -5.34992 -1.68012 2.33007 0.08 -0.32 -0.62
C -5.25182 -1.27840 3.77623 0.10 -0.03 0.18
O -4.70703 -2.61557 1.86615 -0.01 0.12 0.17
H -8.06017 -0.09747 1.67306 -0.08 0.15 0.18
H -6.72628 1.01305 1.27503 -0.16 0.15 0.30
H -6.92764 0.42769 2.94113 0.09 -0.08 -0.15
H -6.20198 -1.29093 0.57161 -0.01 0.06 0.13
H -4.54930 -1.93421 4.29046 -0.06 0.01 -0.21
H -4.88796 -0.25143 3.85453 -0.16 0.00 0.09
H -6.22814 -1.37155 4.25688 0.06 0.19 0.04
C -2.30490 4.39503 0.25552 -0.30 0.18 0.14
N -3.62253 4.11772 0.79156 -0.28 -0.80 0.12
C -4.23123 2.90985 0.92621 -0.21 0.39 0.03
C -3.47799 1.69012 0.47488 -0.13 0.00 0.06
O -5.36051 2.83831 1.40407 0.05 -0.06 -0.09
H -1.71966 4.89394 1.02772 0.15 0.00 -0.28
H -2.41659 5.06373 -0.59749 0.29 -0.03 0.10
H -1.78885 3.48907 -0.06038 -0.21 -0.04 0.11
H -4.18547 4.89256 1.11387 0.10 -0.04 -0.17
H -4.08581 0.80049 0.64304 0.03 0.14 0.05
H -3.25733 1.76160 -0.59244 0.21 -0.05 0.09
H -2.55353 1.58957 1.04631 0.04 -0.09 -0.25
C -1.07913 -2.69601 9.28516 0.42 0.01 -0.32
N -0.63715 -1.35934 8.94926 -0.30 0.34 0.26
C -1.19395 -0.17514 9.32461 0.50 0.35 -0.37
C -2.41972 -0.22061 10.19552 -0.14 0.09 0.10
O -0.69541 0.87978 8.95280 -0.19 -0.17 0.09
H -0.26720 -3.20511 9.80867 -0.19 -0.21 0.06
H -1.29735 -3.22891 8.35742 -0.10 -0.20 0.16
H -1.96655 -2.69137 9.91503 0.12 0.10 -0.08
H 0.18123 -1.25327 8.36631 -0.14 -0.06 0.03
H -2.75065 0.79463 10.41328 0.17 -0.09 -0.11
H -3.22642 -0.74427 9.67789 0.01 -0.08 0.17
H -2.18919 -0.71960 11.13929 -0.16 -0.08 -0.07
C 3.90822 -4.04913 -5.43996 0.52 0.14 0.39
N 3.70599 -3.80648 -4.02462 -0.62 0.20 0.20
C 2.52940 -3.63239 -3.36557 0.51 0.05 0.48
C 1.25940 -3.69215 -4.16918 -0.24 0.00 0.01
O 2.52759 -3.43422 -2.15559 -0.05 0.02 -0.12
H 4.43112 -4.99801 -5.55199 -0.16 0.12 -0.27
H 4.53141 -3.24487 -5.83733 -0.02 -0.10 -0.23
H 2.97224 -4.08682 -5.99193 0.10 -0.10 0.21
H 4.51621 -3.75386 -3.42333 -0.12 -0.03 -0.08
H 0.40375 -3.53619 -3.51129 0.22 0.01 0.08
H 1.26055 -2.90687 -4.92840 -0.03 -0.17 -0.11
H 1.16087 -4.67290 -4.63959 0.00 0.13 -0.16
C 2.00026 8.45107 -1.19836 -0.25 0.42 0.15
N 0.68396 8.17510 -0.66309 -0.11 -0.53 -0.02
C 0.07290 6.96644 -0.52760 -0.51 0.45 0.27
C 0.82695 5.74453 -0.97851 0.01 -0.16 -0.02
O -1.05396 6.90097 -0.05146 0.47 0.22 -0.19
H 2.58788 8.95036 -0.42528 0.22 -0.03 -0.18
H 1.88996 9.12067 -2.05376 0.28 -0.05 -0.05
H 2.51566 7.54604 -1.51392 -0.15 0.07 0.07
H 0.12119 8.95035 -0.34080 0.09 -0.09 -0.04
H 0.21823 4.85636 -0.81045 0.01 0.18 0.02
H 1.04867 5.81515 -2.04560 0.16 -0.05 0.08
H 1.75147 5.64367 -0.40592 0.04 -0.03 -0.18
C -5.69983 4.88081 3.84618 0.31 -0.05 -0.37
N -5.26779 6.22501 3.51727 -0.37 0.39 0.25
C -5.83408 7.40292 3.89909 0.58 0.35 -0.40
C -7.05977 7.34196 4.76924 -0.15 0.08 0.11
O -5.34455 8.46433 3.53417 -0.21 -0.14 0.14
H -4.88206 4.37768 4.36710 -0.18 -0.22 0.06
H -5.91267 4.35184 2.91499 -0.06 -0.24 0.29
H -6.58743 4.87445 4.47628 0.13 0.15 -0.04
H -4.44979 6.34104 2.93547 -0.08 0.02 0.14
H -7.39918 8.35314 4.99296 0.17 -0.08 -0.12
H -7.86185 6.81472 4.24815 0.02 -0.09 0.17
H -6.82541 6.83918 5.71004 -0.16 -0.09 -0.07
C 3.99423 -5.90940 -11.05599 -0.40 -0.31 0.04
N 3.56636 -6.17962 -9.69997 0.24 0.23 0.33
C 4.09420 -5.69119 -8.54315 -0.37 -0.34 0.28
C 5.26640 -4.75304 -8.64766 0.07 0.04 0.15
O 3.61264 -6.01981 -7.46514 0.11 -0.08 -0.49
H 3.15513 -5.47118 -11.60040 0.19 0.05 -0.22
H 4.27053 -6.85632 -11.52439 0.10 0.16 -0.22
H 4.84230 -5.22857 -11.09314 -0.11 -0.09 0.11
H 2.78348 -6.80212 -9.55544 0.11 0.08 -0.04
H 5.58041 -4.44552 -7.65039 -0.07 -0.06 -0.13
H 6.10485 -5.25620 -9.13423 -0.02 0.17 -0.09
H 4.98209 -3.86136 -9.21064 0.17 -0.05 -0.07
C 7.28143 0.19936 -3.94003 -0.34 0.23 -0.30
N 6.90471 -0.66044 -5.04228 0.23 -0.50 0.01
C 7.30806 -1.93815 -5.28177 -0.35 0.06 -0.50
C 8.26174 -2.56803 -4.30385 0.09 -0.16 0.04
O 6.89401 -2.53564 -6.26815 0.11 0.00 0.18
H 6.37548 0.48360 -3.40074 0.18 0.11 0.20
H 7.75194 1.09589 -4.34884 0.07 0.06 0.27
H 7.97101 -0.28779 -3.25351 -0.10 -0.02 -0.15
H 6.26568 -0.30162 -5.73818 0.08 -0.03 0.11
H 8.49372 -3.58400 -4.62284 -0.12 0.16 -0.08
H 9.19126 -1.99586 -4.26735 -0.06 -0.02 0.18
H 7.80543 -2.61200 -3.31245 0.17 0.08 0.03